Density functional theory data (wB97M-V/def2-TZVPD) for C2HAgLiO3 as an isolated structure at a distorted geometry.

The geometry in XYZ format:
```
8
Properties=species:S:1:pos:R:3
Ag 0.607 1.398 -2.139
O -1.751 0.261 1.476
O -1.149 1.475 -0.404
O 0.525 -0.949 0.203
C 1.313 -0.465 -0.643
C -1.393 0.877 0.560
Li -0.441 -1.561 1.595
H 2.289 -1.035 -0.647
```

Calculated values
Lowest unoccupied orbital energy (eV): -4.345
HOMO (Eh): -0.4463
Net charge: +1